# 1
Here is a single C3H8N2O molecule from the OMol25 dataset. Energies are from ωB97M-V/def2-TZVPD.

## Properties
SMILES string: CC(=O)NCN
DFT total energy, Ha: -303.86355
Relative energy (zero: lowest compared OMol25 entry of this formula, charge and spin), kJ/mol: 75.0
Orbital gap, eV: 9.9

Cartesian coordinates (Å):
C -0.36520 0.52792 2.16203
C 0.11728 -0.22471 0.94420
O 1.09321 -0.94743 0.98180
N -0.62032 -0.05718 -0.19722
C -0.15169 -0.51299 -1.49811
N 0.97021 0.27770 -1.90821
H -0.05689 1.57023 2.12530
H 0.06009 0.01248 3.01576
H -1.45611 0.47607 2.22835
H -1.61728 0.02673 -0.09758
H -0.96955 -0.26733 -2.16836
H 0.03493 -1.59040 -1.47888
H 1.25488 0.28864 -2.86911
H 1.70644 0.42028 -1.23998

Atomic partial charges in e from the natural (NBO) method, atoms 1 to 4: -0.71 0.68 -0.61 -0.64


# 2
Here is a single C3H8N2O molecule in a non-equilibrium geometry from the OMol25 dataset. Energies are from ωB97M-V/def2-TZVPD.

## Properties
SMILES string: CNCC(N)=O
DFT total energy, Ha: -303.85203
Relative energy (zero: lowest compared OMol25 entry of this formula, charge and spin), kJ/mol: 105.3
Orbital gap, eV: 9.3

Cartesian coordinates (Å):
C 0.82419 1.50599 1.47742
N 0.85005 0.60972 0.31834
C -0.19947 -0.39434 0.16911
C -0.27166 -0.84513 -1.30253
N -1.46224 -1.43185 -1.65750
O 0.68714 -0.78548 -2.02784
H -0.12559 1.57548 1.99479
H 1.53562 1.15459 2.24603
H 1.25324 2.45167 1.14459
H 1.77514 0.24997 0.18681
H 0.11517 -1.31187 0.68287
H -1.12675 0.05413 0.50893
H -2.26336 -1.35694 -1.08185
H -1.59149 -1.47593 -2.65917

Atomic partial charges in e from the natural (NBO) method, atoms 1 to 4: -0.41 -0.63 -0.32 0.68


# 3
Here is 3 unconnected molecules or ions with the total composition C3H8N2O in a non-equilibrium geometry from the OMol25 dataset. Energies are from ωB97M-V/def2-TZVPD.

## Properties
DFT total energy, Ha: -303.58378
Relative energy (zero: lowest compared OMol25 entry of this formula, charge and spin), kJ/mol: 809.6
Orbital gap, eV: 9.3

Cartesian coordinates (Å):
C -1.28886 1.09395 0.12243
C -0.93859 -0.12217 -0.39256
C 0.47678 -0.59413 -0.10576
H -2.16762 1.71819 -0.52198
H -1.66529 0.89843 1.27830
H -0.02195 1.78740 0.42521
H -0.78946 -0.17182 -1.52440
H -2.87102 -0.94507 -0.67152
H 0.33629 -1.87528 0.64688
H 3.06428 -1.16605 0.69760
H 3.46878 0.47999 0.37729
N 1.61805 0.17760 -0.35273
N 2.86896 -0.25643 -0.07276
O -2.09036 -1.02463 0.09399

Atomic partial charges in e from the natural (NBO) method, atoms 1 to 4: -0.61 -0.08 0.06 0.24


# 4
Here is a single C3H8N2O molecule from the OMol25 dataset. Energies are from ωB97M-V/def2-TZVPD.

## Properties
SMILES string: CNC(=O)NC
DFT total energy, Ha: -303.87005
Relative energy (zero: lowest compared OMol25 entry of this formula, charge and spin), kJ/mol: 58.0
Orbital gap, eV: 10.4

Cartesian coordinates (Å):
C -2.32518 0.18121 0.02470
N -1.09169 -0.02940 0.77333
C 0.07707 0.44025 0.07915
O 0.14126 1.46794 -0.56984
N 1.09023 -0.44902 0.24285
C 2.35404 -0.35555 -0.44910
H -2.52013 1.22973 -0.22717
H -3.15653 -0.22520 0.60848
H -2.26467 -0.38921 -0.90695
H -1.14175 0.42802 1.67870
H 0.79908 -1.33017 0.63558
H 3.18174 -0.53583 0.24303
H 2.41449 -1.08244 -1.26893
H 2.44203 0.64968 -0.86381

Atomic partial charges in e from the natural (NBO) method, atoms 1 to 4: -0.41 -0.70 0.78 -0.63


# 5
Here is 2 unconnected molecules or ions with the total composition C3H8N2O in a non-equilibrium geometry from the OMol25 dataset. Energies are from ωB97M-V/def2-TZVPD.

## Properties
DFT total energy, Ha: -303.72647
Relative energy (zero: lowest compared OMol25 entry of this formula, charge and spin), kJ/mol: 434.9
Orbital gap, eV: 9.1

Cartesian coordinates (Å):
C -1.50234 -0.97810 0.02080
C -0.76037 0.33081 0.19219
N -1.40512 1.38650 0.59615
H -1.19820 2.22932 0.06746
H 0.43544 -0.18520 1.00850
H -1.76721 -1.35857 1.00638
H -2.40456 -0.79146 -0.56020
H -0.93819 -1.75602 -0.49455
C 1.36636 -0.16197 -0.11089
O 2.51122 0.55980 0.03323
N 0.36485 0.49045 -0.81795
H 3.22732 -0.00294 0.35274
H 0.59880 1.46512 -0.96847
H 1.47198 -1.22775 -0.32539

Atomic partial charges in e from the natural (NBO) method, atoms 1 to 4: -0.65 0.36 -0.68 0.34


# 6
Here is 2 unconnected molecules or ions with the total composition C3H8N2O in a non-equilibrium geometry from the OMol25 dataset. Energies are from ωB97M-V/def2-TZVPD.

## Properties
SMILES string: [H]/N=C/C.NC=O
DFT total energy, Ha: -303.81328
Relative energy (zero: lowest compared OMol25 entry of this formula, charge and spin), kJ/mol: 207.0
Orbital gap, eV: 10.0

Cartesian coordinates (Å):
H 1.23750 2.12808 -0.78734
N 1.81890 1.38525 -0.39688
C 1.21962 0.25464 -0.36100
C 1.95287 -1.01514 -0.06767
H 0.15504 0.15797 -0.86938
H 1.41416 -1.61422 0.66783
H 2.06655 -1.60971 -0.97588
H 2.91856 -0.81280 0.39936
N -2.75024 -0.01176 0.17429
C -1.49252 0.40027 0.49190
O -0.69610 -0.37917 1.06230
H -3.49809 0.62822 -0.04631
H -2.91701 -1.00351 0.07606
H -1.42923 1.49186 0.63271

Atomic partial charges in e from the natural (NBO) method, atoms 1 to 4: 0.33 -0.66 0.19 -0.69


# 7
Here is a single C3H8N2O molecule in a non-equilibrium geometry from the OMol25 dataset. Energies are from ωB97M-V/def2-TZVPD.

## Properties
SMILES string: C[C@H]1CN(N)O1
DFT total energy, Ha: -303.74897
Relative energy (zero: lowest compared OMol25 entry of this formula, charge and spin), kJ/mol: 375.9
Orbital gap, eV: 10.2

Cartesian coordinates (Å):
C -1.43066 -1.03471 -0.54291
C -0.68258 -0.34445 0.57744
C 0.86439 -0.43401 0.56564
N 0.87018 1.03162 0.69682
N 1.60491 1.61312 -0.35094
O -0.61697 1.08763 0.38133
H -1.03581 -0.75222 -1.52398
H -2.49149 -0.76698 -0.51465
H -1.35596 -2.12239 -0.44484
H -1.10443 -0.57702 1.56461
H 1.28498 -0.83581 -0.36348
H 1.29770 -0.95595 1.42291
H 1.14727 1.46704 -1.25200
H 1.64849 2.62413 -0.21595

Atomic partial charges in e from the natural (NBO) method, atoms 1 to 4: -0.63 0.08 -0.27 0.01


# 8
Here is a single C3H8N2O molecule in a non-equilibrium geometry from the OMol25 dataset. Energies are from ωB97M-V/def2-TZVPD.

## Properties
SMILES string: CCNC(N)=O
DFT total energy, Ha: -303.88172
Relative energy (zero: lowest compared OMol25 entry of this formula, charge and spin), kJ/mol: 27.3
Orbital gap, eV: 10.4

Cartesian coordinates (Å):
C 0.53635 -1.97250 -1.17492
C 0.23024 -1.46009 0.24731
N 0.61574 -0.10008 0.51724
C -0.11640 1.02624 0.31741
N -1.48372 0.91234 0.06058
O 0.39706 2.13451 0.19734
H -0.21034 -2.69877 -1.49808
H 1.50889 -2.46617 -1.13735
H 0.59655 -1.15983 -1.89127
H -0.79811 -1.72684 0.50799
H 0.78750 -2.07647 0.96822
H 1.59827 0.05994 0.39569
H -2.00548 1.73821 0.27856
H -1.89386 0.03377 0.34643

Atomic partial charges in e from the natural (NBO) method, atoms 1 to 4: -0.63 -0.22 -0.63 0.77